Entry from OMol25: a molecular structure, C8H18F3I2O4P2RuS in a non-equilibrium geometry (ωB97M-V/def2-TZVPD).

molecular weight: 684.12 g mol⁻¹
LUMO (spin up / spin down): -0.468 / -0.561 Ha
spin multiplicity: 5
total charge: +3
energy: -2686.133017 Ha

Geometry (Å):
I (-4.514, 0.707, -1.089)
I (-1.864, -0.673, -2.349)
Ru (-0.131, -0.110, -0.495)
P (-0.006, 1.993, -1.481)
C (0.965, 1.902, -3.017)
C (-1.574, 2.846, -1.887)
H (-1.363, 3.915, -2.016)
H (0.755, 4.216, -0.995)
H (-2.272, 2.715, -1.055)
H (0.348, 3.303, 0.502)
H (0.443, 1.271, -3.745)
H (-2.041, 2.404, -2.770)
C (0.832, 3.252, -0.480)
H (1.098, 2.920, -3.400)
H (1.880, 2.977, -0.335)
H (1.942, 1.468, -2.774)
P (-0.883, -2.021, 0.512)
C (-0.173, -3.498, -0.278)
C (-0.328, -2.163, 2.236)
H (-3.151, -1.349, 0.951)
H (-2.844, -3.057, 1.443)
H (-3.102, -2.577, -0.294)
C (-2.676, -2.294, 0.671)
H (-0.542, -1.221, 2.750)
H (-0.861, -2.992, 2.714)
H (-0.483, -4.391, 0.276)
H (0.920, -3.413, -0.256)
H (0.749, -2.346, 2.286)
H (-0.512, -3.553, -1.317)
C (1.019, -0.951, -1.695)
O (1.754, -1.468, -2.436)
F (1.489, -0.303, 4.169)
C (2.434, -0.145, 3.211)
F (3.465, 0.536, 3.750)
F (2.875, -1.366, 2.840)
S (1.706, 0.764, 1.706)
O (0.214, 0.809, 1.843)
O (2.377, 2.031, 1.753)
O (2.057, -0.138, 0.550)